# 1
Molecular formula: C6H11O
Method: DFT, the ωB97M-V functional and the def2-TZVPD basis

XYZ file:
```
18
Properties=species:S:1:pos:R:3
C 2.947 0.851 -0.868
O 3.811 1.038 -1.878
C 2.191 -0.510 -0.997
C -2.394 1.308 0.631
C -2.253 0.076 1.191
C -2.114 -0.612 2.323
C -2.103 -0.465 -0.266
H 2.177 1.660 -0.795
H 3.464 0.841 0.133
H 1.814 -0.397 -2.026
H 1.384 -0.612 -0.262
H -1.581 1.912 0.241
H 2.921 -1.299 -1.063
H -2.126 -1.689 2.274
H -2.050 -0.102 3.270
H -1.187 -0.109 -0.746
H -2.945 -0.354 -0.948
H -1.957 -1.539 -0.215
```

Computed properties:
LUMO energy: 2.34 eV
total charge: -1
E_tot: -8442.124 eV
HOMO energy: -2.123 eV



# 2
Molecular formula: C6H11O
Method: DFT, the ωB97M-V functional and the def2-TZVPD basis

XYZ file:
```
18
Properties=species:S:1:pos:R:3
O 3.375 1.493 0.256
C 2.248 1.503 0.678
C -0.246 -2.636 -0.609
C -1.071 -1.644 0.104
C -1.154 -0.178 -0.399
C -0.445 1.054 0.293
C 0.894 1.724 -0.131
H 2.001 1.170 1.710
H 0.093 -2.449 -1.627
H 0.239 -3.469 -0.090
H -2.136 -1.993 0.076
H -0.775 -1.742 1.157
H -0.990 -0.134 -1.487
H -2.215 0.054 -0.235
H -1.170 1.833 0.054
H -0.515 1.004 1.385
H 0.756 2.804 0.047
H 1.113 1.606 -1.180
```

Computed properties:
LUMO energy (spin up / spin down): 0.93 / 0.42 eV
E_tot: -8444.698 eV
spin multiplicity: 2
HOMO energy (spin up / spin down): -8.044 / -9.667 eV



# 3
Molecular formula: C6H11O4P
Method: DFT, the ωB97M-V functional and the def2-TZVPD basis

XYZ file:
```
22
Properties=species:S:1:pos:R:3
C -2.169 0.604 -0.027
C -2.050 -1.249 -1.776
C 0.670 1.624 0.630
C 2.541 0.207 1.338
C -1.597 -0.691 -0.422
C 1.143 0.227 0.876
O -2.490 1.485 -0.866
O 1.353 -0.446 -1.863
O -2.340 0.865 1.204
O 1.247 -2.334 -0.309
P 0.897 -0.918 -0.580
H -2.932 -1.918 -1.672
H -2.161 -0.429 -2.413
H -1.249 -1.952 -2.207
H 0.894 2.048 1.637
H 1.083 2.177 -0.209
H -0.492 1.617 0.379
H 3.106 -0.602 0.895
H 2.680 0.156 2.418
H 3.083 1.208 1.059
H -1.734 -1.398 0.358
H 0.519 -0.279 1.549
```

Computed properties:
LUMO energy: 6.24 eV
total charge: -2
E_tot: -23878.944 eV
HOMO energy: 0.029 eV



Largest force on an atom in Eh/bohr, matching the order above: 0.0362; 0.0486; 0.0806